Entry 1:
117
Properties=species:S:1:pos:R:3:lowdin_charge:R:1 method="wB97M-V/def2-TZVPD" e_homo_ev=-9.129 total_energy_ev=-73783.7458 gap_ha=0.34019
H 0.0244 -1.8533 -4.5666 0.06
H -1.3673 -1.9148 2.5035 0.09
H 1.9207 -4.6313 0.0131 0.11
C 0.0952 -3.9289 -0.9151 -0.08
N -0.6624 -2.4205 -5.0449 0.16
C 1.2931 -0.2618 4.8407 -0.64
C -1.7501 -1.7645 -5.5727 -0.66
N 3.5519 -1.3192 -1.9427 0.20
N 2.8755 -3.1546 -3.1778 0.16
C 4.3767 1.2485 1.4927 -0.65
H -2.2306 3.0922 1.3776 0.06
N -2.5500 -3.9462 0.9421 0.16
C 0.6618 2.6019 -4.8593 -0.67
H -3.4206 1.8849 -1.6416 0.05
H -2.1096 1.6788 2.5755 0.06
O -1.4072 -2.7020 5.9661 -0.11
H -0.9423 5.5173 -1.1909 0.11
H -0.5800 3.2837 5.1046 0.09
H 3.6278 -3.7449 -2.8764 0.10
C 0.1670 0.3445 -0.5746 -0.38
H -1.0283 -3.5252 5.6447 0.09
H 0.7986 -1.6697 -0.9130 0.10
H 4.7959 2.1872 3.2229 0.09
H -2.7792 -0.7157 5.9997 0.07
H 0.0295 1.2134 4.1952 0.08
H 0.6012 -3.6149 -1.8312 0.05
H 3.5925 -0.3190 -1.8609 0.08
N 0.2195 1.3073 -4.8673 0.17
C 2.7817 -1.8105 -2.9521 -0.66
C 0.4972 4.8858 0.0196 -0.68
C 0.4889 -1.0458 -0.0636 -0.22
H 1.0014 2.2970 -2.8392 0.04
O 3.6603 0.4785 0.8386 -0.03
H -3.4740 -2.1848 -6.5502 0.10
H -3.2323 2.9732 2.8492 0.08
N -2.5520 -2.5389 -6.3709 0.15
C -4.2354 2.4181 -1.1562 -0.08
H -0.7137 -0.1885 4.9324 0.09
H -2.4116 -3.5288 -6.4576 0.09
C -1.1909 3.4522 3.2218 -0.33
H -0.7392 -3.2761 -0.6772 0.04
H 3.7228 2.1949 -1.3839 0.07
C -3.4634 -1.4927 5.6392 -0.07
H -4.8278 2.9131 -1.9260 0.08
H 0.5233 0.7718 -4.0749 0.03
O 2.3457 0.2266 4.4393 0.00
O 6.1989 1.7605 -1.7569 0.00
O -1.9689 -0.5883 -5.3519 0.02
H 1.4014 -1.0216 0.5521 0.12
H 2.0816 0.9560 -0.4290 0.03
C -2.8392 -2.8392 5.9826 -0.28
C 5.4294 2.3342 -2.5224 -0.65
H -0.3192 -3.2860 -5.4214 0.09
H 4.1375 -1.9305 -1.4063 0.11
H -1.3139 4.5397 3.1401 0.12
H 2.0989 -1.9138 5.6632 0.11
H -0.7013 -0.3328 2.2082 0.06
H 5.2103 3.3488 -4.3012 0.10
H 0.1297 -5.0907 1.4451 0.08
O 2.0484 -1.0892 -3.6253 0.01
O -5.5113 0.3502 -0.9316 -0.11
N 1.0967 3.7624 0.5339 0.17
O -1.3365 3.0260 4.5702 -0.09
H 3.5388 3.1188 -2.8283 0.07
N -3.7686 -2.8616 -0.6877 0.17
C -5.1509 1.6010 -0.2878 -0.29
H 2.2484 -3.5169 -3.8723 0.10
H -3.8255 3.2240 -0.5413 0.06
O -4.5269 -4.8047 0.2312 0.01
C -0.5622 -1.3926 1.9823 -0.09
N 5.5066 1.7950 0.9578 0.16
H -3.4960 -1.3737 4.5591 0.07
H -0.4656 0.9256 -5.4928 0.07
C -0.9586 0.2906 -1.6170 -0.01
H -1.4646 1.2528 -1.6829 0.06
H -2.5489 -4.6570 1.6460 0.10
H -3.0908 -3.5353 5.1727 0.11
H 5.6898 1.7031 -0.0431 0.04
N 1.1861 2.9086 -3.6218 0.14
N 5.8644 2.9046 -3.6840 0.16
H -4.7792 1.3431 0.7042 0.10
N 1.2473 -1.3875 5.6046 0.18
H 0.3378 -1.8118 5.7198 0.05
C -2.2595 2.7481 2.4072 -0.08
H -0.5752 0.0504 -2.6084 0.06
C 1.1128 -3.9186 0.2129 -0.29
H 3.4015 1.1037 3.3279 0.04
H -1.6712 -0.4995 -1.3832 0.07
O -0.5824 -1.6701 0.6034 -0.24
N 4.1151 1.5932 2.7844 0.16
H -3.0149 -2.1974 -0.7162 0.07
N 0.0742 0.2544 4.4877 0.18
H -0.1897 3.2552 2.8205 0.09
O 0.6612 3.3575 -5.8127 0.02
H -0.2520 -4.9408 -1.1422 0.09
H 6.8363 2.8305 -3.9130 0.11
C -3.6676 -3.9388 0.1485 -0.67
N -0.4888 4.6671 -0.9086 0.16
H -3.2067 -3.3062 6.8963 0.11
N 1.3590 1.0003 -1.1522 0.05
H -1.8924 -3.1929 0.8345 0.04
O 0.8358 6.0087 0.3550 0.02
H -4.5349 -2.7777 -1.3268 0.10
H 6.0874 2.3489 1.5605 0.09
H -0.8515 3.7559 -1.1157 0.08
H 1.5131 -2.9097 0.3078 0.08
H 0.3840 -1.7245 2.4217 0.09
H 0.9149 2.8342 0.1951 0.05
H -0.2127 1.0310 0.1908 0.12
H 1.7067 0.4052 -1.9054 0.04
H -6.1074 2.1301 -0.2370 0.11
H -4.4075 -1.3377 6.1519 0.08
H 1.4427 3.8747 -3.5213 0.09
N 4.1063 2.5236 -2.2527 0.18
H -5.9696 -0.2100 -0.3007 0.07
H 1.9659 3.9522 1.0022 0.10
O 0.5585 -4.2311 1.4878 -0.08

=====

Entry 2:
57
Properties=species:S:1:pos:R:3:lowdin_charge:R:1 method="wB97M-V/def2-TZVPD" s_squared=0.76 e_homo_ev="-8.127 / -8.269" total_energy_ev=-66389.3893 multiplicity=2 gap_ha="0.25538 / 0.24177"
C 0.9452 -1.0877 -3.8699 -0.25
N 2.6183 -0.4444 0.6452 -0.35
H 0.5748 -2.5286 -5.4247 0.08
C 0.0424 -1.7628 -4.8633 -0.04
H 2.6374 -2.3287 -4.2898 0.12
H -0.5447 0.3201 -3.2170 0.12
C 3.0756 -0.9461 -2.7205 -0.04
C 2.2576 -1.5111 -3.6896 -0.01
C 0.6682 0.7846 2.8591 -0.73
C -4.3165 1.6126 2.1699 -0.09
C -2.6734 2.2038 0.5037 -0.02
N -3.2204 -2.5307 1.3701 0.12
H -0.1512 2.6751 -0.5076 0.05
H -4.0696 3.5783 1.3477 0.10
C 1.2819 0.5618 -2.1385 -0.12
H 0.6231 4.4934 2.6070 0.12
H -0.0267 4.2778 0.2483 0.10
H -5.1173 1.8962 2.8387 0.10
H 0.9394 1.4168 -1.5754 0.07
C -2.8377 -0.0698 1.2702 -0.10
H -0.4482 -3.8016 0.2727 0.11
O 0.9683 -2.0789 -0.5746 -0.22
H -2.2334 2.9409 -0.1528 0.10
C -2.5051 -3.6659 1.0582 -0.06
H 4.0760 -1.3196 -2.5461 0.13
C 0.4391 3.2979 0.1582 -0.02
N 0.7674 1.4370 3.9952 0.10
C 0.5460 2.6608 1.4988 -0.27
C -3.7185 2.5539 1.3396 -0.08
O 3.0220 1.8756 -0.1185 -0.31
Ir 0.5727 -0.3768 0.4326 1.38
C 0.7539 2.7628 3.8751 -0.09
H 0.8330 3.3266 4.7976 0.12
C -1.2923 -3.2352 0.6237 -0.10
C -3.8762 0.3033 2.1193 -0.04
H -0.7943 -2.2396 -4.3501 0.09
H -0.3714 -1.0437 -5.5718 0.08
C -2.1823 0.8903 0.4679 -0.35
C 0.6408 3.4150 2.6607 0.01
C 2.5770 0.0820 -1.9428 -0.29
N 0.5639 1.3255 1.6252 -0.07
N -1.2719 -1.8621 0.6675 -0.02
C 2.1222 -2.6653 -0.3202 -0.62
C 3.0307 -1.8549 0.5903 -0.19
O 4.7651 0.1457 -0.5099 -0.28
C -2.4370 -1.4558 1.1175 -0.29
C 0.4721 -0.0325 -3.0932 -0.02
H -4.3365 -0.4409 2.7600 0.11
H 2.9575 -2.2697 1.5979 0.10
H -4.1841 -2.4919 1.6508 0.15
O 2.4205 -3.7503 -0.7605 0.08
H -2.9179 -4.6525 1.1636 0.11
O -1.1794 0.5561 -0.3372 -0.24
S 3.3841 0.5211 -0.4375 0.60
H 1.4420 3.4085 -0.2540 0.08
H 4.0676 -1.9457 0.2734 0.12
S 0.6203 -0.9305 2.6602 0.84

=====

Entry 3:
50
Properties=species:S:1:pos:R:3:lowdin_charge:R:1 method="wB97M-V/def2-TZVPD" e_homo_ev=-8.494 total_energy_ev=-55287.9784 gap_ha=0.33430 smiles="FC(F)(F)/C(=N/P(=S)(N1CCOCC1)N1CCOCC1)N1CCOCC1"
H 2.4715 4.0563 -0.0493 0.13
C 1.7107 -2.6181 -0.4351 -0.18
H 2.7820 -2.8366 1.4257 0.13
F -1.5438 -3.1173 0.9701 0.15
C 2.2082 1.5492 1.9967 -0.18
H 5.1972 -1.1745 -0.6441 0.13
C -2.4868 1.0942 -1.1344 -0.13
H -2.9282 3.1313 -0.5387 0.13
H 3.1384 2.4155 -0.2848 0.12
H 0.9672 2.5152 -1.4461 0.07
H -2.6848 1.9937 0.8215 0.13
C 0.8478 1.0140 1.5449 -0.18
C 0.9750 2.5146 -0.3532 -0.21
H -4.5259 0.4872 1.3091 0.13
N -2.8504 -0.2359 -0.6911 -0.02
H 1.7722 -3.0071 -1.4612 0.13
H 3.1688 -1.1158 -2.0521 0.12
C 2.8701 -3.1850 0.3852 -0.19
H 2.2793 1.5579 3.0856 0.13
C -4.8791 0.6779 0.2841 -0.18
H -2.8650 1.2425 -2.1499 0.14
N 1.8287 -1.1688 -0.4183 -0.25
F -3.3373 -2.0679 1.4878 0.14
C 2.3265 2.9991 0.1776 -0.19
N 0.7096 1.1719 0.1123 -0.26
S 0.4196 0.2494 -2.7701 0.30
H -1.4040 1.2069 -1.1455 0.03
C -2.5131 -2.3630 0.4634 -0.56
H 2.8594 -4.2754 0.3638 0.13
H -4.6649 -0.2047 -1.6734 0.14
H 4.2039 -0.9846 0.8333 0.12
C 4.2283 -1.3915 -0.1910 -0.20
H 0.7497 -0.0451 1.7870 0.11
C 3.0962 -0.7711 -1.0103 -0.22
O 2.3940 2.8837 1.5809 -0.13
H 0.1881 3.1864 0.0169 0.12
C -4.2941 -0.3844 -0.6586 -0.10
H 0.7578 -2.9051 0.0052 0.10
C -3.1183 2.1179 -0.1836 -0.17
H 3.1689 0.3200 -1.0039 0.09
H -4.6113 -1.3742 -0.3456 0.12
C -1.9533 -1.0998 -0.2077 -0.25
H 0.0542 1.5832 2.0472 0.12
O 4.1162 -2.7932 -0.1468 -0.13
O -4.5164 1.9720 -0.1287 -0.12
P 0.5394 -0.1733 -0.8683 0.29
F -3.2099 -3.1454 -0.3756 0.15
H 3.0055 0.9141 1.5814 0.11
H -5.9689 0.6423 0.2650 0.13
N -0.6790 -1.0586 -0.1769 0.01

=====

Entry 4:
16
Properties=species:S:1:pos:R:3:lowdin_charge:R:1 method="wB97M-V/def2-TZVPD" e_homo_ev=-8.916 total_energy_ev=-23190.8398 gap_ha=0.33234 smiles="Nc1ncc(CC(=O)O)s1"
C -1.2913 -0.2624 -1.3626 -0.07
H -1.3959 -1.0450 1.0701 0.11
O -2.2318 1.7539 -2.6324 0.06
N 0.6607 -1.2076 1.6364 0.07
C 1.7334 -0.7662 1.0435 -0.68
C -0.3972 -0.7684 0.8105 -0.21
H -1.4318 1.6048 0.3170 0.21
H 3.2397 0.4928 1.5985 0.19
H 3.0906 -1.0455 2.5297 0.06
H -0.9898 -0.5048 -2.3335 0.09
C -1.7355 1.3131 -1.5844 -0.46
H -2.2755 -0.7254 -1.0328 0.15
N 3.0755 -0.7238 1.5727 0.01
S 1.4939 -0.0424 -0.5724 1.09
O -1.3925 2.2141 -0.6234 0.03
C -0.1524 -0.2873 -0.4369 -0.65

=====

Entry 5:
12
Properties=species:S:1:pos:R:3:lowdin_charge:R:1 method="wB97M-V/def2-TZVPD" e_homo_ev=-8.669 total_energy_ev=-7325.5235 gap_ha=0.29544
H -0.1304 1.9243 -0.7398 0.13
C 0.1868 1.0011 -0.2414 -0.43
H -0.8426 -0.1020 -1.8335 0.12
H -0.7776 -2.2620 -0.2367 0.11
C -0.3069 0.7696 1.1704 0.08
C -0.5658 -0.6564 1.2061 -0.12
O 1.5532 1.0913 0.1854 -0.04
H 1.4446 1.5418 1.0536 0.08
H 0.8242 -0.6309 -1.5950 0.12
C -0.0666 -0.2624 -1.0735 -0.12
C -0.5233 -1.2253 -0.0195 -0.03
H -0.7956 -1.1890 2.1240 0.09

=====

Entry 6:
105
Properties=species:S:1:pos:R:3:lowdin_charge:R:1 method="wB97M-V/def2-TZVPD" e_homo_ev=-10.462 total_charge=+1 total_energy_ev=-112584.8507 gap_ha=0.21922
C 2.1608 1.2840 2.8803 -0.61
C 2.0882 -1.7177 -0.2713 -0.16
H -2.4599 1.1861 4.8927 0.10
H 2.8299 3.0655 3.5293 0.06
C -3.1925 -5.8734 2.1506 -0.15
H -3.8587 -6.6238 2.5733 0.12
H -2.1247 5.6963 6.0477 0.07
C -1.0383 2.4115 2.5934 -0.32
C -1.7239 3.5116 6.1432 -0.26
H -2.5419 1.8898 -2.0147 0.08
H -3.3089 -5.8945 1.0650 0.12
H 1.6524 0.1637 4.5217 0.07
H -2.5913 0.3520 0.5923 0.09
H 4.3504 0.6148 -3.4040 0.13
H -4.6381 3.2468 2.0702 0.06
C 3.4869 -1.4765 -5.1255 -0.47
H 1.6030 1.3708 0.7875 0.12
S -2.3515 -2.5306 -0.2963 0.79
H -2.7409 3.0589 6.1252 0.10
S -2.3107 -0.4672 -2.4605 0.84
N 2.1638 2.3644 3.8581 0.05
H -3.7403 -4.4671 3.7266 0.13
H -1.6395 3.2436 0.0704 0.12
H 2.2393 -3.6344 -1.7831 0.13
Cl 0.1916 4.7891 4.7069 0.66
H 1.5606 -1.7147 -8.8533 0.13
H 1.1052 -1.1321 -7.2230 0.12
H -2.0347 4.2347 4.1463 0.09
P 0.6689 4.0395 1.4408 0.71
O 2.3951 -1.5637 -1.6409 -0.15
H 0.0638 -1.3386 0.6110 0.08
H 5.7226 -0.0272 -6.0532 0.12
H 2.7158 0.3817 -5.8289 0.14
C 1.4828 0.4294 -8.6298 -0.48
H 4.2074 1.5636 2.8619 0.08
H -3.3107 2.7215 0.2331 0.12
O -0.0383 -4.3327 2.4320 0.10
P -3.7560 2.4284 2.8171 0.81
C -0.4584 -0.9123 -8.7272 -0.15
H -3.8747 0.9502 -1.2589 0.09
H 0.5117 0.3900 1.7433 0.08
C 1.0616 1.3507 1.7558 -0.12
H 2.4431 -2.7438 -3.3633 0.09
C -2.2684 2.4601 0.5105 -0.15
C 4.9143 -0.0517 -4.0613 -0.14
C -1.7263 -6.0752 2.5114 -0.07
H 1.1245 4.1291 0.0957 0.05
C 0.3911 -2.6915 -2.4435 -0.12
H -1.3591 -0.1349 2.6985 0.09
H 0.1400 -2.4075 -3.4847 0.13
H 2.5886 2.0393 4.7279 0.09
C -1.9286 4.9260 6.8087 -0.11
C -2.0303 1.0315 -0.0810 -0.22
H -0.0322 -3.7054 -2.2772 0.13
N -2.2002 2.4303 2.0021 -0.04
C -1.4674 -1.6424 -1.3487 -1.04
H 3.6489 -0.5298 -7.0537 0.11
O -4.2693 1.0449 2.7544 -0.36
H 1.7140 4.4497 2.2955 0.01
C -0.8118 -1.2591 4.3250 0.03
H 5.9323 -0.1369 -3.6854 0.13
H 1.7195 -0.7237 3.1092 0.07
C -1.1923 -4.6620 2.4700 -0.50
C -1.3747 1.1455 4.6363 -0.16
H -1.0189 5.1265 7.3936 0.07
H 0.4015 -3.0726 0.1190 0.10
C 1.9804 -2.7197 -2.3638 -0.14
H -1.1084 -1.5842 -8.1683 0.12
H -1.5702 0.8953 -9.2132 0.13
H -2.8169 4.8583 7.4614 0.08
H 2.3444 -0.7950 0.2747 0.09
C 4.8715 0.3914 -5.5122 -0.14
C 0.5312 -2.0011 -0.1372 -0.17
H -3.6860 2.8337 4.1659 0.04
H -1.1109 0.7724 -7.5038 0.12
H -1.1053 2.8428 6.7594 0.11
H -1.2133 -6.7068 1.7906 0.13
N 0.0786 2.4618 1.7266 -0.15
C -3.4606 -4.4729 2.6705 -0.16
H -0.8616 0.9714 5.5978 0.13
C -2.7859 0.9745 -1.4426 -0.47
O 0.4251 1.2628 -8.7922 0.03
O -2.2116 -3.7733 2.5237 -0.06
H -0.4658 -2.0537 3.6510 0.06
O -0.4769 4.9814 1.5809 -0.43
N 3.4874 1.3198 2.1820 0.06
H -1.6041 -6.4705 3.5214 0.14
H -4.2334 -3.9618 2.0989 0.12
C -1.2530 3.6538 4.6760 -0.62
N 2.1601 0.0158 3.6534 0.09
H -0.7897 -1.4231 5.4109 0.09
N -0.9313 2.4012 3.9907 -0.07
C -1.1815 -0.1146 3.7858 -0.16
O 2.7787 -2.4332 -5.3095 0.09
H 2.6047 -2.6058 0.1443 0.13
H 4.8974 1.4730 -5.6340 0.12
O 2.6240 0.7874 -8.7095 0.11
C 3.5857 -0.2541 -6.0059 -0.08
O 4.2871 -1.3451 -4.0455 0.03
H -0.5390 -1.1702 -9.7852 0.12
C -0.7968 0.5536 -8.5277 -0.16
N -0.0505 -1.6990 -1.4641 -0.20
H -0.9641 0.7758 -0.1709 0.10
H 3.6934 0.3461 1.9529 0.07
C 1.0008 -0.9666 -8.2975 -0.08